(1)
DFT (wB97M-V/def2-TZVPD) results for N7O21Pb as an isolated structure at a distorted geometry.

Output
Total charge ... -5
LUMO energy ... 11.38 eV
HOMO level ... 4.36 eV
Orbital gap ... 0.2578 Eh
Relative energy (zero: lowest compared OMol25 entry of this formula, charge and spin) ... 0.0 kJ/mol

The geometry in XYZ format:
```
29
N7O21Pb (wB97M-V/def2-TZVPD)
Pb -0.096 -0.208 0.054
N -1.025 2.303 3.014
O -0.025 2.915 3.409
O -2.169 2.495 3.521
O -0.940 1.438 2.110
N 3.655 -0.516 0.933
O 4.021 0.178 1.903
O 4.466 -0.981 0.112
O 2.438 -0.824 0.825
N -0.415 -3.763 0.923
O -0.449 -4.464 1.948
O 0.055 -2.596 0.911
O -0.769 -4.288 -0.164
N -1.491 -0.177 -3.228
O -1.210 0.993 -2.992
O -1.156 -1.087 -2.396
O -2.143 -0.533 -4.245
N -3.471 -1.967 1.656
O -4.455 -2.327 0.973
O -2.654 -1.078 1.317
O -3.303 -2.520 2.777
N 2.464 0.570 -3.043
O 3.680 0.292 -2.946
O 1.744 0.439 -2.013
O 1.943 0.974 -4.097
N 0.324 3.653 -0.311
O -0.349 4.384 -1.120
O 0.436 2.431 -0.456
O 0.895 4.265 0.626
```

Mulliken atomic charge list, values in e, 4 entries: Pb 2.1544; N 0.7366; O -0.6324; O -0.6990

=====

(2)
DFT (wB97M-V/def2-TZVPD) results for C27H42AlBeClF8N2NaO15PS as an isolated structure at a distorted geometry.

Output
Total charge ... +2
LUMO energy ... -10.16 eV
HOMO level ... -12.52 eV
Orbital gap ... 0.0866 Eh

The geometry in XYZ format:
```
100
C27H42AlBeClF8N2NaO15PS (wB97M-V/def2-TZVPD)
C 1.446 2.517 2.734
C 0.095 2.115 2.771
C -0.554 1.236 1.675
O -1.317 0.173 2.318
C -1.379 -1.000 1.509
C -2.072 -0.769 0.144
O -1.229 -0.276 -0.863
C -0.602 -1.290 -1.618
C -1.003 -1.242 -3.134
C 0.109 -0.579 -3.991
C 1.282 -1.459 -4.218
C 2.334 -1.514 -3.241
C 3.474 -2.296 -3.468
C 3.655 -3.111 -4.720
C 2.589 -3.043 -5.646
C 1.464 -2.260 -5.421
N -0.035 -1.694 1.419
C 0.636 -1.625 2.736
O 0.081 -1.975 3.715
F 1.862 -1.170 2.675
C -0.180 -3.106 1.217
O 0.714 -3.847 1.439
F -1.363 -3.581 0.756
H 1.781 3.436 2.228
H 2.225 1.925 3.236
H -0.504 2.430 3.643
H -1.179 1.861 1.014
H 0.277 0.829 1.088
H -2.028 -1.704 2.062
H -2.602 -1.662 -0.215
H -2.871 -0.028 0.327
H -0.833 -2.308 -1.273
H 0.476 -1.071 -1.584
H -1.262 -2.252 -3.497
H -1.925 -0.643 -3.186
H -0.311 -0.292 -4.963
H 0.473 0.296 -3.419
H 2.312 -0.941 -2.314
H 4.266 -2.284 -2.662
H 4.588 -3.731 -4.909
H 2.656 -3.616 -6.570
H 0.694 -2.224 -6.193
C 0.275 5.360 -1.531
C -0.264 4.449 -0.452
O -0.916 3.387 -1.166
S -0.141 3.127 -2.550
O 0.750 2.026 -2.373
O -1.076 3.160 -3.606
O 0.723 4.471 -2.567
H -0.508 5.998 -1.943
H 1.096 5.978 -1.179
H -0.965 4.954 0.209
H 0.546 4.012 0.140
Na 5.787 -2.147 -3.809
C 3.789 -0.256 0.278
O 2.703 0.306 0.426
O 4.706 -0.255 1.134
O 4.125 -0.910 -0.747
Al -2.802 0.839 3.683
O -5.646 -0.190 0.221
C -5.587 -1.316 0.584
O -4.595 -2.114 0.050
C -4.241 -3.386 0.529
C -5.050 -4.509 -0.091
C -6.589 -1.905 1.528
H -4.270 -3.414 1.621
H -3.172 -3.449 0.261
H -6.105 -4.424 0.163
H -4.689 -5.481 0.252
H -4.984 -4.475 -1.188
H -7.447 -2.272 0.964
H -6.902 -1.105 2.188
H -6.199 -2.700 2.167
C 7.737 1.157 -6.649
O 6.930 0.112 -6.081
H 8.518 1.411 -5.939
H 8.193 0.813 -7.578
H 7.124 2.038 -6.843
H 6.247 -0.099 -6.723
F -7.542 2.402 1.021
P -7.610 2.435 2.668
F -9.135 1.840 2.498
F -6.691 2.264 4.038
F -6.616 3.713 2.324
F -7.131 0.852 2.590
F -8.494 3.514 3.534
C 4.191 1.140 4.619
C 4.103 2.580 5.065
O 3.920 3.488 4.260
N 4.230 2.845 6.382
C 4.449 1.910 7.475
H 4.075 1.101 3.537
H 5.163 0.717 4.875
H 3.395 0.551 5.079
H 4.160 3.827 6.602
H 3.627 2.000 8.186
H 5.379 2.172 7.981
H 4.509 0.886 7.124
Cl 1.281 -3.782 -3.418
Be -2.602 -3.873 -1.423
```

Mulliken atomic charge list, values in e, 4 entries: C -0.4778; C -0.6616; C 0.6611; O -0.3325

=====

(3)
DFT (wB97M-V/def2-TZVPD) results for a 2-piece molecular cluster, C4H11N2O overall at a distorted geometry.

Output
Total charge ... +1
LUMO energy (alpha / beta) ... -5.61 / -5.61 eV
HOMO level (alpha / beta) ... -10.55 / -10.55 eV
Orbital gap (alpha / beta) ... 0.1817 / 0.1816 Eh
Relative energy (zero: lowest compared OMol25 entry of this formula, charge and spin) ... 446.9 kJ/mol

The geometry in XYZ format:
```
18
C4H11N2O (wB97M-V/def2-TZVPD)
C -2.488 -0.402 0.307
C 2.652 -0.143 -0.818
C -1.588 0.508 0.668
C 1.765 -0.950 -0.043
N -2.751 -0.917 -0.968
N -0.692 0.987 -0.280
O 1.676 -0.962 1.194
H -3.280 -0.731 1.110
H 2.470 1.037 -0.688
H 2.449 -0.409 -1.837
H 3.739 -0.332 -0.533
H -1.548 0.977 1.702
H 1.136 -1.689 -0.461
H -3.571 -1.425 -0.958
H 0.104 1.553 -0.146
H -0.963 0.736 -1.206
H -2.278 -0.366 -1.644
H 2.355 -0.316 1.599
```

Mulliken atomic charge list, values in e, 4 entries: C 0.0092; C -1.0146; C -0.2013; C 0.2665

=====

(4)
DFT (wB97M-V/def2-TZVPD) results for C11H5N2O5Sc as an isolated structure at a distorted geometry.

Output
Total charge ... +2
LUMO energy (alpha / beta) ... -10.19 / -10.06 eV
HOMO level (alpha / beta) ... -16.62 / -16.87 eV
Orbital gap (alpha / beta) ... 0.2366 / 0.2503 Eh
Relative energy (zero: lowest compared OMol25 entry of this formula, charge and spin) ... 0.0 kJ/mol

The geometry in XYZ format:
```
24
C11H5N2O5Sc (wB97M-V/def2-TZVPD)
O 1.852 3.036 -2.584
C 0.782 2.831 -2.035
Sc -0.324 1.218 -0.588
O 2.987 0.253 -1.615
C 1.922 0.479 -1.240
C -0.499 3.410 -1.942
O -1.443 2.841 -1.225
C -0.300 0.381 -2.730
O -0.170 -0.057 -3.790
C 1.202 2.461 0.598
O 2.063 3.062 1.077
H -0.781 4.364 -2.456
N -1.423 -4.993 -0.190
C -1.060 -4.000 0.328
C -0.700 -2.774 0.978
C -0.415 -2.732 2.345
C -0.205 -1.488 2.954
C -0.301 -0.326 2.182
N -0.592 -0.387 0.857
C -0.831 -1.578 0.270
H -0.416 -3.674 2.910
H 0.031 -1.423 4.026
H -0.175 0.658 2.636
H -1.203 -1.561 -0.766
```

Mulliken atomic charge list, values in e, 4 entries: O -0.3057; C 0.2857; Sc 0.4872; O -0.1016

=====

(5)
DFT (wB97M-V/def2-TZVPD) results for a 15-piece molecular cluster, C31H55Cl29N3O7PS overall at a distorted geometry.

Output
LUMO energy ... -0.01 eV
HOMO level ... -8.25 eV
Orbital gap ... 0.3029 Eh

The geometry in XYZ format:
```
127
C31H55Cl29N3O7PS (wB97M-V/def2-TZVPD)
C 0.838 1.850 2.180
C 0.021 0.498 2.250
C -0.011 -0.151 3.695
N -0.498 -0.041 1.189
C -1.936 0.101 1.042
P -2.503 -1.718 0.703
N -1.463 -2.670 1.425
O -2.463 -2.110 -0.914
O -4.009 -2.019 1.413
O -2.653 0.451 2.246
S -3.309 1.938 2.301
O -4.367 1.873 3.316
O -2.399 3.011 2.732
C -4.110 2.506 0.750
C -5.672 2.642 0.898
C -6.092 3.939 1.721
O -7.519 3.824 1.945
C -5.799 5.215 0.815
N -4.576 5.897 1.311
C -3.676 1.517 -0.419
Cl -4.959 0.234 -0.600
C -2.209 0.984 -0.233
C -1.238 2.238 -0.374
O -1.365 2.850 -1.708
C -0.059 3.332 -2.010
C 0.410 4.430 -1.150
C 1.757 4.960 -1.355
C 2.568 4.351 -2.400
C 2.112 3.273 -3.276
C 0.763 2.746 -3.071
H 0.175 2.747 2.166
H 1.382 1.845 1.187
H 1.644 1.893 2.960
H 0.077 -1.258 3.585
H -0.986 0.160 4.150
H 0.854 0.262 4.282
H -1.958 -3.240 2.114
H -3.372 -2.232 -1.271
H -4.128 -2.978 1.274
H -3.722 3.524 0.475
H -6.161 2.716 -0.107
H -6.109 1.758 1.432
H -5.628 3.986 2.734
H -7.906 3.493 1.115
H -5.717 4.876 -0.255
H -6.726 5.856 0.883
H -4.165 5.425 2.117
H -3.889 5.832 0.556
H -3.713 2.124 -1.368
H -1.987 0.371 -1.155
H -0.163 1.935 -0.306
H -1.505 3.048 0.356
H -0.252 4.829 -0.346
H 2.098 5.769 -0.677
H 3.604 4.738 -2.522
H 2.743 2.812 -4.068
H 0.321 1.913 -3.656
C 5.584 1.960 -1.417
Cl 4.153 2.063 -2.455
Cl 5.911 0.288 -0.938
H 6.443 2.346 -1.960
H 5.413 2.556 -0.523
C 4.220 -0.937 1.890
Cl 3.918 0.652 2.609
Cl 3.510 -2.228 2.858
H 3.784 -0.961 0.895
H 5.294 -1.094 1.827
C 5.908 -5.478 2.682
Cl 6.347 -6.899 1.722
Cl 5.864 -4.021 1.686
H 4.925 -5.638 3.117
H 6.643 -5.346 3.470
C -2.096 -1.201 -4.100
Cl -3.766 -0.683 -3.836
Cl -1.127 0.107 -4.785
H -1.662 -1.499 -3.149
H -2.095 -2.043 -4.787
C -2.637 4.418 -4.467
Cl -4.314 4.901 -4.172
Cl -1.681 5.755 -5.120
H -2.195 4.095 -3.529
H -2.628 3.598 -5.181
C 5.298 -3.810 -2.459
Cl 5.213 -2.764 -1.037
Cl 6.965 -4.280 -2.813
H 4.712 -4.706 -2.272
H 4.894 -3.274 -3.314
C -6.395 -2.707 4.220
Cl -5.390 -3.891 3.375
Cl -8.099 -2.888 3.791
H -6.283 -2.853 5.291
H -6.065 -1.708 3.946
C -4.668 -5.195 -2.354
Cl -5.267 -3.597 -1.889
Cl -3.914 -5.157 -3.952
H -3.931 -5.520 -1.625
H -5.502 -5.891 -2.373
C 4.920 -1.042 6.251
Cl 5.897 -2.220 5.363
Cl 3.195 -1.241 5.917
H 5.090 -1.179 7.315
H 5.222 -0.042 5.953
C 5.208 7.564 -2.463
Cl 3.788 7.617 -3.512
Cl 5.574 5.908 -1.954
H 6.062 7.961 -3.004
H 5.016 8.167 -1.580
C -8.177 4.529 -3.267
Cl -7.271 6.041 -3.381
Cl -8.654 4.187 -1.598
H -9.071 4.607 -3.878
H -7.552 3.716 -3.628
C 8.578 -9.810 2.027
Cl 7.703 -11.184 2.715
Cl 9.560 -10.302 0.642
H 7.860 -9.063 1.703
H 9.229 -9.391 2.789
C 0.482 1.238 -8.224
Cl 0.321 2.245 -6.781
Cl 2.166 0.782 -8.505
H -0.110 0.336 -8.091
H 0.119 1.794 -9.083
C 7.909 -13.190 5.738
Cl 7.596 -11.606 6.457
Cl 7.209 -14.488 6.712
H 7.469 -13.219 4.746
H 8.983 -13.340 5.671
```

Mulliken atomic charge list, values in e, 4 entries: C -1.1463; C 0.8528; C -1.0346; N -0.2863

=====

Respective M values: 641.23; 944.09; 103.14; 290.13; 1672.97 g/mol.